Here is 2 unconnected molecules or ions with the total composition CH3ClO in a non-equilibrium geometry from OMol25. Energies are from ωB97M-V/def2-TZVPD.

Positions of all 6 atoms, in Å:
C 0.01647 -1.44558 -0.71594
O 0.22055 2.07748 0.75235
Cl -0.53461 -2.97062 -0.94169
H 0.06718 -1.24970 0.37808
H 0.77810 1.41329 0.34189
H -0.54768 2.17514 0.18532

Output
HOMO-LUMO gap = 0.3024 Ha
Lowest unoccupied orbital energy = -1.1 eV
HOMO level = -9.29 eV
Net charge = 0

Here is 2 unconnected molecules or ions with the total composition CH3ClO2S in a non-equilibrium geometry from OMol25. Energies are from ωB97M-V/def2-TZVPD.

Positions of all 8 atoms, in Å:
O 1.59293 0.88383 -0.46604
C 1.79174 -0.26366 -0.18847
O 0.87490 -1.13086 0.17308
H 2.83445 -0.70787 -0.25146
H -0.01116 -0.83721 0.18664
S -2.62785 0.05680 0.10228
Cl -4.65786 -0.08635 0.00311
H -2.41016 -0.37326 1.32946

Output
HOMO-LUMO gap = 0.3431 Ha
Lowest unoccupied orbital energy = -0.6 eV
HOMO level = -9.91 eV
Net charge = 0

Here is a molecular structure, CH3ClO2S2 in a non-equilibrium geometry from OMol25. Energies are from ωB97M-V/def2-TZVPD.

Positions of all 9 atoms, in Å:
C 1.49143 -0.11720 -0.14910
O -0.18180 1.81495 -1.17341
O -0.37562 1.31212 1.21939
S -3.79805 -1.94125 -0.04804
S -0.08439 0.82962 -0.11912
Cl -2.45373 -0.53218 0.45995
H 2.25650 0.32981 0.54549
H 1.20256 -1.17910 0.39381
H 1.94309 -0.51679 -1.12898

Output
HOMO-LUMO gap (spin up / spin down) = 0.1694 / 0.1691 Ha
Lowest unoccupied orbital energy (spin up / spin down) = -3.7 / -3.7 eV
HOMO level (spin up / spin down) = -8.34 / -8.33 eV
Net charge = 0

Here is a molecular structure, CH3ClOSi in a non-equilibrium geometry from OMol25. Energies are from ωB97M-V/def2-TZVPD.

Positions of all 7 atoms, in Å:
C -0.76734 0.62413 -0.06350
O -1.29967 1.63724 -0.03899
Si 0.92426 -0.23422 0.00170
Cl -2.27665 -1.08865 0.05393
H 0.35311 -1.35908 -0.83301
H 1.14888 -0.19422 1.39357
H 1.91741 0.61479 -0.51371

Output
HOMO-LUMO gap = 0.3546 Ha
Lowest unoccupied orbital energy = -0.3 eV
HOMO level = -9.92 eV
Net charge = 0

Here is a single CH3ClOSi molecule in a non-equilibrium geometry from OMol25. Energies are from ωB97M-V/def2-TZVPD.

Positions of all 7 atoms, in Å:
Cl 0.30313 -2.55642 -0.68795
Si 0.41126 -0.57847 -0.63488
C -0.62783 0.60846 0.53288
O 0.64795 0.04612 0.89708
H 1.10205 0.31533 -1.63034
H -0.35403 1.57529 0.08101
H -1.48253 0.58968 1.44221

Output
HOMO-LUMO gap = 0.3449 Ha
Lowest unoccupied orbital energy = 0.5 eV
HOMO level = -8.87 eV
Net charge = 0

Here is a molecular structure, CH3CsFO2 in a non-equilibrium geometry from OMol25. Energies are from ωB97M-V/def2-TZVPD.

Positions of all 8 atoms, in Å:
O -3.05324 0.02828 0.57973
C -3.95088 -0.99936 0.41330
Cs -0.04590 1.26806 -0.78233
H -4.34099 -1.37862 1.38639
H -4.85707 -0.71530 -0.17095
H -3.49995 -1.87695 -0.10865
O 0.62465 -1.21184 0.80401
F 1.72702 -1.27118 -0.24086

Output
HOMO-LUMO gap = 0.1454 Ha
Lowest unoccupied orbital energy = 1.7 eV
HOMO level = -2.27 eV
Net charge = -1

Here is 2 unconnected molecules or ions with the total composition CH3F2N in a non-equilibrium geometry from OMol25. Energies are from ωB97M-V/def2-TZVPD.

Positions of all 7 atoms, in Å:
C -0.47053 -0.18309 -0.15795
N 0.47614 0.03078 0.81581
F 1.50224 -0.80691 0.52467
F 1.25063 1.73152 -0.16787
H -1.40979 -0.77525 0.25052
H -1.04689 0.73131 -0.25091
H -0.30180 -0.72836 -1.01426

Output
HOMO-LUMO gap (spin up / spin down) = 0.3102 / 0.3963 Ha
Lowest unoccupied orbital energy (spin up / spin down) = -2.4 / -1.8 eV
HOMO level (spin up / spin down) = -10.88 / -12.57 eV
Net charge = 0

Here is a single CH3F2N2P molecule in a non-equilibrium geometry from OMol25. Energies are from ωB97M-V/def2-TZVPD.

Positions of all 9 atoms, in Å:
H -2.08268 -1.58894 1.29356
N -1.23615 -0.91358 1.14224
C -0.85231 -0.64131 -0.00909
P 0.66739 0.51484 -0.05750
N 1.22267 0.33576 -1.47319
F 0.53421 2.01410 0.53285
F 1.40691 0.09771 1.27980
H -1.31711 -1.00770 -0.91347
H 1.65708 1.18912 -1.79522

Output
HOMO-LUMO gap = 0.3854 Ha
Lowest unoccupied orbital energy = 0.2 eV
HOMO level = -10.33 eV
Net charge = 0

Here is a single CH3F2N3 molecule in a non-equilibrium geometry from OMol25. Energies are from ωB97M-V/def2-TZVPD.

Positions of all 9 atoms, in Å:
N -0.47317 0.12954 -1.31789
C -0.03728 0.30134 -0.09189
N -0.21626 1.39512 0.52890
F 0.29423 1.43704 1.87554
N 0.93538 -0.84515 0.57817
F 0.23641 -2.01610 0.39314
H -0.87650 0.88424 -1.82623
H -0.47182 -0.77894 -1.67372
H 0.60901 -0.50709 1.53398

Output
HOMO-LUMO gap = 0.3950 Ha
Lowest unoccupied orbital energy = 0.8 eV
HOMO level = -9.95 eV
Net charge = 0

Here is a single CH3F2NO molecule in a non-equilibrium geometry from OMol25. Energies are from ωB97M-V/def2-TZVPD.

Positions of all 8 atoms, in Å:
C 0.50197 -0.95248 -0.90980
N 0.00388 0.53911 0.00825
O 0.26305 -2.02565 -0.25925
F -0.28588 -0.81887 -2.01280
F 1.76905 -0.62200 -1.20322
H -0.94390 0.75952 -0.45489
H 0.68374 1.15260 -0.31133
H 0.85762 -2.81768 -0.22556

Output
Multiplicity = 3
HOMO-LUMO gap (spin up / spin down) = 0.1955 / 0.3383 Ha
Lowest unoccupied orbital energy (spin up / spin down) = 1.0 / -2.6 eV
HOMO level (spin up / spin down) = -4.28 / -11.80 eV
⟨S²⟩ = 2.01
Net charge = 0

Here is a single CH3F2NS molecule in a non-equilibrium geometry from OMol25. Energies are from ωB97M-V/def2-TZVPD.

Positions of all 8 atoms, in Å:
C -1.08235 0.35825 -0.27664
N -0.25905 -0.82260 -0.20137
F 1.60825 -0.27697 1.74980
F 2.23592 0.17760 -0.49128
S 1.29047 -0.96134 0.22339
H -1.66695 0.39113 0.68409
H -1.68508 0.06109 -1.20759
H -0.44121 1.07284 -0.48040

Output
HOMO-LUMO gap = 0.4036 Ha
Lowest unoccupied orbital energy = 0.5 eV
HOMO level = -10.44 eV
Net charge = 0

Here is 2 unconnected molecules or ions with the total composition CH3F2O3P in a non-equilibrium geometry from OMol25. Energies are from ωB97M-V/def2-TZVPD.

Positions of all 10 atoms, in Å:
C 1.77710 0.27279 -0.14788
O 2.26986 -0.58102 0.75461
O -2.51300 1.11474 0.25021
O -2.51617 -0.15699 -0.45890
F 1.96242 -0.25353 -1.43332
F 2.48302 1.45486 -0.12276
P -1.38821 -1.07141 0.36639
H 3.11234 -0.28118 1.19034
H -3.41325 1.47234 0.14843
H -1.77410 -1.97061 -0.54712

Output
HOMO-LUMO gap (spin up / spin down) = 0.3402 / 0.2653 Ha
Lowest unoccupied orbital energy (spin up / spin down) = -0.6 / -0.9 eV
HOMO level (spin up / spin down) = -9.89 / -8.07 eV
Net charge = 0

no.,calculated total energy (eV)
1,-15651.777
2,-28537.778
3,-39368.711
4,-23531.503
5,-23532.536
6,-8441.798
7,-8004.556
8,-18790.234
9,-10986.142
10,-10051.411
11,-18843.745
12,-21945.694